Entry 1:
An isolated molecule of C9H11O2P. Source: the OMol25 dataset; level of theory: wB97M-V/def2-TZVPD.

Values from the calculation:
Structure (SMILES): CC[C@@](O)(P=O)c1ccccc1
Molar mass in g/mol: 182.2
Electronic energy in Eh: -841.3222
Relative energy (zero: lowest compared OMol25 entry of this formula, charge and spin) in kJ/mol: 316.7

Positions of all 23 atoms, in Å:
H: 0.57 3.21 0.33
H: 2.21 -0.34 -1.97
C: -0.24 -1.63 -1.20
H: -0.34 1.83 -0.30
C: -0.54 -1.04 1.04
P: 2.80 -1.26 0.57
C: 0.25 -0.92 -0.13
C: -1.82 -1.60 1.05
H: -0.25 -0.49 1.99
H: -3.20 -2.87 -0.11
C: -1.45 -2.28 -1.24
H: 1.88 1.04 1.65
C: -2.34 -2.21 -0.14
C: 1.50 -0.08 -0.12
H: -0.55 2.01 1.44
H: 2.39 1.89 0.13
H: -1.76 -2.81 -2.08
H: -2.41 -1.59 1.87
C: 1.49 1.29 0.68
O: 3.73 -1.51 -0.53
C: 0.20 2.15 0.55
H: 0.23 -1.47 -2.15
O: 1.93 0.34 -1.41

Entry 2:
A 7-piece molecular cluster, C14H27BN8OSi overall. Source: the OMol25 dataset; level of theory: wB97M-V/def2-TZVPD.

Values from the calculation:
Structure (SMILES): [H]/N=C\C[SiH2]B(N)O.CC#N.CC#N.CC#N.CC#N.CC#N.CC#N
Molar mass in g/mol: 362.3
Electronic energy in Eh: -1377.2247
Relative energy (zero: lowest compared OMol25 entry of this formula, charge and spin) in kJ/mol: 0.0

Positions of all 52 atoms, in Å:
H: 1.56 0.35 -1.91
N: -0.06 -1.09 -4.64
N: 0.01 3.47 2.96
C: -0.82 -6.69 -5.32
H: -0.10 -3.87 -3.05
C: 0.01 1.11 4.16
C: 3.82 2.49 -1.93
H: -5.07 2.85 5.33
C: 0.01 2.44 3.49
N: 3.24 1.66 -2.50
B: -2.65 1.93 -1.42
H: 2.07 -2.93 4.31
H: 1.34 -3.91 -4.09
H: 5.56 3.21 -0.95
H: -3.53 0.96 0.19
C: 0.30 -2.06 -4.10
C: 0.76 -3.29 -3.40
H: -3.30 2.76 5.40
N: -0.70 -5.76 -2.84
N: -3.64 0.99 -0.83
H: 4.65 4.45 -1.84
C: 2.88 -2.38 3.84
H: -1.33 -7.65 -5.33
H: 1.24 3.07 -0.82
H: -1.31 2.65 1.03
C: 0.40 2.36 -1.06
H: -2.19 1.25 -3.19
H: -1.49 4.42 -0.51
C: 2.85 -0.96 4.29
C: -4.24 1.08 4.50
H: -1.37 -5.99 -5.95
H: 0.08 0.75 0.59
C: -0.76 -6.17 -3.92
H: 2.77 -2.43 2.76
H: 0.19 -6.82 -5.71
H: 0.98 0.92 4.61
H: 0.27 2.24 -2.19
O: -2.62 2.07 -2.87
H: 1.38 -3.03 -2.55
N: -4.28 -0.06 4.28
H: -4.11 3.10 3.85
H: -0.20 0.33 3.43
H: 3.83 -2.84 4.12
N: 1.24 -0.07 -1.02
H: -0.76 1.09 4.93
H: 4.03 3.83 -0.30
C: 0.59 0.89 -0.42
C: -4.18 2.54 4.79
Si: -1.32 2.97 -0.42
N: 2.83 0.15 4.63
H: -3.41 0.06 -1.21
C: 4.56 3.56 -1.21

Entry 3:
C5H8F4N2O as an isolated structure. Source: the OMol25 dataset; level of theory: wB97M-V/def2-TZVPD.

Values from the calculation:
Molar mass in g/mol: 188.1
Electronic energy in Eh: -779.5235
Relative energy (zero: lowest compared OMol25 entry of this formula, charge and spin) in kJ/mol: 60.3

Positions of all 20 atoms, in Å:
H: 0.57 -1.77 -0.61
C: -1.16 1.42 0.24
H: -1.68 -2.83 -0.59
H: -1.13 1.33 1.39
C: 2.34 -0.03 -0.02
F: 2.46 0.07 -1.40
C: 0.33 1.58 0.03
H: 1.03 0.28 1.46
O: -1.79 0.37 -0.49
H: -2.93 -1.86 -0.75
F: 2.80 -1.28 0.28
C: -1.19 -0.83 -0.24
N: -1.95 -1.87 -0.84
H: -1.88 2.17 -0.09
C: 0.90 0.17 0.31
F: 3.19 0.83 0.54
H: 0.47 1.82 -0.97
N: 0.15 -0.91 -0.31
F: -1.39 -1.03 1.42
H: 0.86 2.37 0.64

Entry 4:
A 2-piece molecular cluster, C4H10NOP overall. Source: the OMol25 dataset; level of theory: wB97M-V/def2-TZVPD.

Values from the calculation:
Molar mass in g/mol: 119.1
Electronic energy in Eh: -629.6205
Relative energy (zero: lowest compared OMol25 entry of this formula, charge and spin) in kJ/mol: 397.7

Positions of all 17 atoms, in Å:
H: 1.64 2.28 -0.67
C: 1.06 2.22 0.29
C: -2.89 -0.41 0.15
C: 1.85 -1.31 -1.15
C: -1.51 -0.69 -0.13
H: 0.02 2.60 0.28
H: -3.57 0.11 -0.60
H: 1.79 2.44 1.15
H: -3.26 -1.43 0.37
H: 2.92 -0.86 -1.13
O: 1.92 -0.59 1.46
N: -0.51 -0.22 0.53
H: 1.49 -1.27 -2.15
P: 1.16 -0.27 0.06
H: -2.96 0.14 1.16
H: 2.33 -1.43 1.38
H: -1.47 -1.32 -1.01

Entry 5:
A 2-piece molecular cluster, CH3BrO overall. Source: the OMol25 dataset; level of theory: wB97M-V/def2-TZVPD.

Values from the calculation:
Molar mass in g/mol: 110.9
Electronic energy in Eh: -2689.0018
Relative energy (zero: lowest compared OMol25 entry of this formula, charge and spin) in kJ/mol: 352.0

Positions of all 6 atoms, in Å:
H: -2.11 1.67 -0.81
O: 0.01 -0.78 0.05
C: -2.27 0.74 -1.19
H: 0.98 -0.87 0.30
H: -0.07 -0.88 -0.85
Br: -3.05 -0.22 0.13

Entry 6:
C44H37MoN4O3S2Sb as an isolated structure. Source: the OMol25 dataset; level of theory: wB97M-V/def2-TZVPD.

Values from the calculation:
Net charge: +2
Molar mass in g/mol: 951.6
Electronic energy in Eh: -3247.8827
Relative energy (zero: lowest compared OMol25 entry of this formula, charge and spin) in kJ/mol: 105.4

Positions of all 92 atoms, in Å:
C: 1.23 3.14 -2.88
H: 2.82 -0.47 -2.16
C: -5.20 0.14 1.24
H: 5.36 2.87 -0.79
H: 5.27 -2.99 1.79
C: 2.18 -2.59 0.51
H: -3.13 0.59 1.26
H: 4.59 3.22 1.76
H: 3.84 -1.15 -3.42
H: -5.54 -0.73 -3.25
C: -3.98 0.31 0.65
C: 1.86 -1.96 -3.39
C: 3.33 1.99 -1.04
C: -2.02 3.62 1.79
H: 4.41 -5.27 2.15
H: -0.05 3.67 4.54
C: 4.03 2.77 0.95
N: 2.35 3.55 -5.17
C: -3.28 -2.96 0.21
H: -1.28 1.03 2.37
C: -1.02 -2.10 0.38
C: -2.32 -2.50 2.35
C: 0.27 -4.23 -3.80
C: 4.26 -3.24 1.48
C: 1.17 -3.83 -4.77
H: -0.55 -3.84 -1.88
C: -1.22 5.32 3.83
C: 4.42 2.61 -0.35
C: 1.97 -2.72 -4.55
H: 4.13 -0.63 -0.37
H: -0.12 1.47 3.61
C: 2.71 2.26 1.04
H: 0.69 -4.15 0.40
H: -2.49 6.78 2.90
H: 0.65 -2.52 2.92
H: 1.28 -4.40 -5.68
H: -0.92 5.97 4.63
C: -3.38 -2.95 1.59
H: -0.39 -1.29 3.63
C: 2.82 -0.83 -3.19
H: -2.40 -2.49 3.43
C: 1.86 3.37 -4.14
H: -7.26 -0.38 0.90
C: 4.05 -0.88 0.69
H: 1.94 2.47 3.06
C: -1.12 3.17 2.75
H: 3.31 1.70 -2.07
H: 0.65 -0.90 2.26
H: 2.70 -2.43 -5.30
H: -5.33 0.30 2.30
C: 0.00 -1.67 2.69
C: 1.20 4.12 -1.90
C: 0.14 -3.49 -2.64
H: -0.33 -5.13 -3.94
N: 0.56 1.73 1.65
H: 3.43 -0.13 1.17
H: 2.59 0.01 -3.85
C: 0.90 -2.34 -2.44
C: 1.76 5.42 -2.16
O: -4.71 -0.51 -2.82
Sb: 0.76 -1.40 -0.55
H: -3.22 5.26 1.09
H: 5.05 -0.81 1.11
C: 1.70 -3.89 0.70
H: -2.37 2.96 1.00
C: -4.90 -0.30 -1.51
C: -2.11 -2.52 -0.40
C: -0.54 1.78 2.65
O: -2.08 -0.02 -2.43
C: -6.14 -0.46 -0.90
C: 3.78 -4.53 1.68
Mo: 0.16 1.47 -0.30
C: -3.80 0.10 -0.72
H: -2.06 -2.50 -1.48
C: -2.11 5.77 2.86
N: 2.31 1.76 -0.22
O: -1.50 0.80 -0.42
C: 3.48 -2.25 0.89
H: -4.29 -3.28 2.07
H: 2.11 -5.85 1.43
C: 1.76 2.17 2.03
N: 2.20 6.46 -2.35
C: -1.12 -2.08 1.78
S: 0.45 3.88 -0.41
S: 0.48 1.64 -2.64
C: 2.49 -4.85 1.29
C: -6.29 -0.25 0.45
H: -4.10 -3.30 -0.41
C: -2.51 4.91 1.84
C: -2.51 0.23 -1.35
C: -0.73 4.02 3.77
H: -6.99 -0.76 -1.50